{
  "formula": "C40H23CaF15GeN3O6PS2",
  "method": "ωB97M-V/def2-TZVPD",
  "species": ["Ca", "O", "C", "N", "C", "C", "C", "C", "C", "C", "N", "C", "C", "C", "C", "C", "N", "H", "H", "H", "H", "H", "H", "H", "H", "H", "H", "O", "C", "O", "C", "C", "C", "C", "C", "C", "S", "H", "H", "H", "H", "C", "O", "P", "O", "C", "O", "C", "H", "H", "H", "H", "H", "H", "H", "H", "H", "F", "C", "C", "C", "F", "C", "F", "C", "F", "C", "F", "Ge", "S", "C", "C", "F", "C", "F", "C", "F", "C", "F", "C", "F", "C", "C", "F", "C", "F", "C", "F", "C", "F", "C", "F"],
  "xyz": [[1.467, -0.155, -0.479], [-1.835, 2.376, -0.057], [-0.747, 1.793, 0.117], [-0.532, 0.484, 0.044], [-1.674, -0.273, -0.401], [-1.317, -1.686, -0.726], [-2.318, -2.653, -0.864], [-1.971, -3.950, -1.175], [-0.624, -4.261, -1.354], [0.304, -3.250, -1.214], [-0.028, -1.996, -0.896], [0.486, 2.553, 0.553], [0.373, 3.837, 1.105], [1.483, 4.445, 1.628], [2.706, 3.755, 1.604], [2.733, 2.491, 1.068], [1.645, 1.867, 0.585], [-2.105, 0.192, -1.300], [-2.485, -0.252, 0.342], [-3.353, -2.364, -0.731], [-2.732, -4.712, -1.283], [-0.317, -5.267, -1.604], [1.363, -3.429, -1.355], [-0.591, 4.326, 1.052], [1.424, 5.440, 2.051], [3.607, 4.208, 1.996], [3.652, 1.914, 1.025], [3.953, -0.112, -0.304], [3.620, 0.176, -1.479], [2.768, -0.486, -2.129], [4.137, 1.455, -2.058], [5.473, 1.830, -1.968], [5.875, 3.106, -2.322], [4.924, 4.028, -2.749], [3.595, 3.663, -2.848], [3.182, 2.375, -2.504], [1.466, 1.932, -2.617], [6.195, 1.108, -1.605], [6.917, 3.392, -2.242], [5.220, 5.039, -3.004], [2.842, 4.372, -3.166], [1.199, -4.276, 3.376], [1.804, -2.997, 3.361], [1.476, -2.002, 2.045], [2.413, -2.677, 0.926], [3.831, -2.849, 1.094], [2.443, -0.812, 2.548], [1.875, 0.211, 3.371], [1.786, -4.913, 4.038], [1.184, -4.724, 2.377], [0.172, -4.227, 3.751], [4.100, -3.765, 0.567], [4.092, -2.934, 2.149], [4.338, -1.997, 0.647], [2.612, 1.006, 3.449], [1.651, -0.183, 4.366], [0.964, 0.614, 2.923], [-2.074, 5.255, -4.544], [-2.186, 5.687, -3.277], [-2.678, 4.845, -2.296], [-2.776, 5.409, -1.033], [-3.309, 4.718, -0.011], [-2.391, 6.708, -0.751], [-2.506, 7.218, 0.493], [-1.901, 7.509, -1.762], [-1.537, 8.779, -1.508], [-1.804, 6.995, -3.039], [-1.349, 7.784, -4.031], [-2.965, 2.786, -2.501], [0.539, 3.644, -2.151], [-4.946, 2.987, -1.713], [-5.434, 1.820, -1.155], [-4.700, 0.684, -1.246], [-6.665, 1.711, -0.533], [-7.093, 0.541, -0.013], [-7.466, 2.829, -0.445], [-8.665, 2.767, 0.163], [-7.037, 4.014, -1.014], [-7.842, 5.093, -0.949], [-5.805, 4.070, -1.640], [-5.507, 5.239, -2.235], [-3.852, 2.881, -4.549], [-2.849, 2.689, -5.495], [-1.571, 2.627, -5.086], [-3.077, 2.527, -6.848], [-2.073, 2.357, -7.731], [-4.378, 2.520, -7.316], [-4.631, 2.353, -8.627], [-5.413, 2.682, -6.420], [-6.683, 2.681, -6.877], [-5.133, 2.840, -5.070], [-6.225, 2.942, -4.277]],
  "forces_ev_per_a": [[0.28, -0.85, 0.53], [0.73, -0.14, 0.61], [-0.97, 0.22, 0.10], [-1.16, 0.13, 0.10], [-0.22, 0.49, 0.08], [-0.05, -0.16, 0.05], [0.00, -0.08, -0.05], [0.09, 0.14, 0.03], [-0.05, -0.07, -0.03], [-0.07, -0.10, -0.08], [-0.45, -0.27, -0.12], [0.35, 0.07, 0.51], [-0.19, -0.08, -0.24], [0.25, -0.21, 0.14], [-0.24, 0.23, -0.06], [0.15, -0.04, -0.04], [-0.32, 1.29, 0.51], [-0.11, -0.08, 0.03], [-0.03, -0.10, -0.08], [0.00, 0.04, 0.02], [0.00, -0.01, 0.00], [0.07, 0.02, -0.01], [-0.01, -0.03, 0.01], [-0.04, -0.05, 0.02], [-0.02, 0.02, -0.03], [0.04, -0.05, -0.04], [-0.01, 0.01, -0.03], [-0.05, 0.04, 0.21], [1.53, -0.10, -0.68], [0.95, -0.48, -1.24], [-0.15, 0.26, 0.05], [0.07, -0.16, 0.05], [0.10, 0.04, -0.01], [-0.03, -0.10, -0.03], [0.05, 0.07, 0.04], [0.11, -0.21, -0.30], [0.17, -0.04, -0.08], [-0.02, 0.02, 0.09], [0.01, -0.03, -0.01], [0.01, 0.00, -0.03], [-0.04, 0.01, 0.06], [-0.12, -0.02, -0.10], [-0.09, 0.34, -0.29], [-0.01, -0.81, 1.10], [0.04, 0.22, -0.12], [0.19, -0.06, -0.04], [0.09, 0.20, -0.20], [-0.16, 0.05, 0.14], [-0.02, 0.01, -0.03], [0.01, -0.05, 0.04], [0.02, 0.01, -0.02], [-0.01, 0.00, 0.04], [-0.07, -0.05, 0.01], [-0.05, 0.01, 0.01], [-0.01, -0.01, -0.04], [0.05, -0.02, -0.03], [0.02, -0.01, -0.03], [0.10, 0.13, -0.09], [-0.07, -0.21, 0.16], [0.17, -0.06, 0.20], [0.07, 0.06, -0.28], [0.02, 0.04, 0.10], [-0.03, 0.00, 0.05], [-0.01, -0.01, 0.03], [-0.01, -0.07, -0.03], [0.02, 0.03, 0.01], [-0.01, 0.08, -0.05], [0.02, -0.01, -0.02], [-0.82, 0.37, -0.69], [-0.48, 0.64, -0.17], [0.06, -0.36, 0.19], [0.12, 0.21, -0.16], [-0.15, -0.08, 0.17], [0.03, -0.09, 0.06], [-0.01, 0.01, 0.01], [-0.03, 0.00, -0.06], [-0.02, -0.02, 0.01], [0.01, 0.08, 0.04], [-0.01, 0.01, -0.02], [0.05, -0.28, -0.02], [0.01, 0.09, 0.05], [0.31, -0.15, -0.06], [-0.24, -0.02, 0.17], [0.07, 0.05, -0.20], [0.05, -0.05, -0.08], [0.03, -0.01, 0.04], [-0.01, 0.08, 0.10], [-0.01, 0.01, -0.06], [-0.02, -0.01, 0.00], [-0.04, -0.03, -0.01], [0.27, 0.02, 0.10], [-0.10, 0.10, 0.02]],
  "multiplicity": 1,
  "e_lumo_ev": 3.537,
  "homo_lumo_gap_ev": 4.915,
  "total_charge": -2
}